ORCA calculation (wB97M-V/def2-TZVPD) on 7 unconnected molecules or ions with the total composition C44H45ClF6I2N3O23S2 in a non-equilibrium geometry.

Atoms and positions in Å:
C -3.178 1.683 2.237
C -3.412 1.801 0.935
C -3.153 2.287 -0.582
C -3.454 3.792 -1.038
C -4.067 4.864 -0.021
O -4.910 4.514 0.884
O -3.773 6.289 -0.063
C -5.013 7.010 -0.388
C -5.826 7.560 0.888
C -7.345 7.900 0.340
C -8.330 8.439 1.495
O -9.190 9.475 0.883
C -3.094 4.103 -2.567
C -3.324 5.624 -3.111
C -2.055 6.536 -2.621
O -0.949 6.066 -2.245
Cl -2.345 8.359 -2.632
C -2.528 2.942 -3.511
C -2.234 3.318 -5.060
C -0.839 4.085 -5.297
O 0.057 4.308 -4.428
N -2.284 1.577 -2.991
C -1.721 0.501 -3.882
I -3.255 -0.738 -4.882
C -0.312 0.277 -4.079
C 0.073 -0.922 -5.125
I 1.206 1.444 -3.058
C -2.583 1.186 -1.593
C -2.345 -0.343 -1.075
C -0.840 -0.581 -0.495
C -0.255 -1.964 -1.123
S 1.593 -1.866 -1.339
C 2.180 -3.630 -1.509
S 1.499 -4.831 -0.514
N 3.198 -4.070 -2.482
C 3.710 -5.440 -2.559
C 4.805 -5.583 -3.683
N 4.872 -4.218 -4.277
C 3.930 -3.365 -3.543
H -3.293 1.457 3.367
H -4.746 7.885 -1.110
H -5.694 6.240 -0.942
H -5.966 6.802 1.740
H -5.357 8.528 1.329
H -7.777 6.940 -0.149
H -7.224 8.674 -0.512
H -7.803 8.886 2.415
H -9.046 7.568 1.784
H -10.047 9.528 1.381
H -3.294 5.684 -4.271
H -4.335 6.065 -2.795
H -2.210 2.378 -5.752
H -3.107 3.966 -5.483
H -0.609 4.443 -6.384
H -0.458 -1.889 -4.803
H -0.423 -0.599 -6.131
H 1.205 -1.039 -5.268
H -3.060 -0.611 -0.193
H -2.606 -1.122 -1.904
H -0.162 0.333 -0.673
H -0.880 -0.757 0.657
H -0.500 -2.826 -0.389
H -0.735 -2.156 -2.160
H 3.430 -6.379 -1.940
H 5.364 -6.543 -3.963
H 3.815 -2.261 -3.819
C 5.489 -3.786 2.621
C 4.465 -4.857 2.438
O 3.537 -4.602 3.474
C 3.603 -3.256 3.690
O 2.778 -2.630 4.299
O 4.715 -2.709 3.124
F 5.004 -6.083 2.636
H 6.256 -4.055 3.353
H 5.979 -3.514 1.686
H 3.953 -4.829 1.471
C 9.210 -3.967 -1.323
C 7.720 -4.045 -1.227
O 7.502 -4.488 0.094
C 8.561 -4.019 0.812
O 8.585 -3.964 2.011
O 9.581 -3.615 0.002
F 7.226 -4.973 -2.077
H 9.666 -4.926 -1.585
H 9.543 -3.213 -2.038
H 7.208 -3.090 -1.383
C 3.540 -5.397 7.412
C 2.589 -4.418 8.020
O 3.186 -4.114 9.262
C 4.526 -4.272 9.067
O 5.369 -3.848 9.807
O 4.791 -4.964 7.921
F 1.382 -4.990 8.250
H 3.354 -6.425 7.736
H 3.528 -5.365 6.321
H 2.459 -3.499 7.440
C -1.118 -4.751 6.072
C -1.104 -5.608 4.849
O -2.127 -5.050 4.050
C -2.169 -3.731 4.389
O -2.720 -2.885 3.737
O -1.504 -3.487 5.554
F -1.440 -6.885 5.147
H -1.854 -5.080 6.811
H -0.140 -4.696 6.552
H -0.158 -5.592 4.299
C 2.577 -9.883 -5.296
C 3.898 -9.244 -5.576
O 4.101 -8.413 -4.451
C 3.444 -9.028 -3.427
O 3.612 -8.768 -2.267
O 2.579 -9.979 -3.881
F 3.835 -8.463 -6.680
H 1.733 -9.267 -5.618
H 2.487 -10.869 -5.756
H 4.730 -9.949 -5.667
C -3.579 12.250 0.728
C -5.067 12.180 0.852
O -5.263 11.749 2.181
C -4.187 12.219 2.875
O -4.133 12.285 4.071
O -3.181 12.612 2.040
F -5.580 11.245 0.017
H -3.131 11.287 0.465
H -3.257 12.997 0.000
H -5.576 13.136 0.696

Molar mass   1451.22 g/mol
LUMO energy   -5.1754 eV
Charge   +1
E_HOMO   -0.3782 Ha


ORCA calculation (wB97M-V/def2-TZVPD) on a molecular structure, C44H45InN7OSSbSe4Si.

Atoms and positions in Å:
In -1.123 0.464 -1.051
C 1.160 1.572 -4.852
C 0.605 0.852 -3.662
N 0.143 1.479 -2.633
N 0.092 2.811 -2.623
C -0.359 3.275 -1.438
O -0.482 2.596 -0.394
C -0.751 4.712 -1.396
C -0.799 5.487 -2.557
C -1.265 6.791 -2.502
C -1.687 7.328 -1.288
C -1.648 6.555 -0.137
C -1.181 5.249 -0.188
C 0.480 -0.606 -3.653
C 1.040 -1.391 -4.665
C 0.890 -2.764 -4.627
C 0.193 -3.343 -3.579
C -0.328 -2.504 -2.610
N -0.197 -1.180 -2.642
H 1.060 2.638 -4.673
H 2.216 1.336 -5.012
H 0.602 1.308 -5.755
H -0.495 5.038 -3.492
H -1.313 7.387 -3.407
H -2.062 8.345 -1.249
H -1.993 6.958 0.807
H -1.168 4.646 0.716
H 1.578 -0.913 -5.472
H 1.315 -3.382 -5.409
H 0.049 -4.412 -3.510
H -0.883 -2.896 -1.769
Se -6.303 1.445 0.292
Sb -4.251 2.752 -0.047
Se -2.875 2.070 2.011
Se -3.193 1.374 -2.191
Se -2.919 4.206 2.898
N -5.007 -2.954 -2.340
C -4.060 -1.982 -2.149
N -3.163 -2.308 -1.266
C -3.539 -3.572 -0.817
C -2.959 -4.393 0.145
C -3.543 -5.623 0.390
C -4.685 -6.043 -0.306
C -5.285 -5.234 -1.256
C -4.699 -3.995 -1.489
H -5.821 -2.864 -2.918
H -4.087 -1.037 -2.678
H -2.089 -4.058 0.695
H -3.113 -6.282 1.135
H -5.115 -7.013 -0.088
H -6.175 -5.552 -1.788
C 2.393 -4.582 -0.099
C 2.628 -3.350 -0.699
C 1.824 -2.260 -0.388
C 0.781 -2.358 0.541
C 0.584 -3.600 1.154
C 1.366 -4.704 0.829
Si -0.211 -0.789 1.019
C 0.949 0.007 2.313
C 0.724 1.303 2.790
C 1.444 1.816 3.863
C 2.411 1.041 4.490
C 2.674 -0.237 4.014
C 1.959 -0.743 2.932
C -1.694 -1.352 2.064
C -3.007 -1.124 1.646
C -4.097 -1.503 2.418
C -3.887 -2.144 3.630
C -2.592 -2.361 4.084
C -1.509 -1.952 3.318
H 3.012 -5.437 -0.347
H 3.439 -3.237 -1.411
H 2.026 -1.303 -0.862
H -0.179 -3.699 1.919
H 1.179 -5.660 1.305
H -0.047 1.921 2.335
H 1.220 2.815 4.220
H 2.963 1.430 5.340
H 3.428 -0.856 4.491
H 2.182 -1.743 2.582
H -3.197 -0.644 0.695
H -5.097 -1.259 2.078
H -4.735 -2.457 4.229
H -2.423 -2.840 5.044
H -0.500 -2.084 3.699
C 4.960 -0.318 0.467
N 4.673 1.008 0.984
C 5.094 1.206 2.362
C 3.706 1.785 0.410
S 2.824 1.314 -0.929
N 3.524 3.011 1.008
C 4.665 3.892 1.181
C 2.281 3.734 0.768
H 6.004 -0.564 0.682
H 4.795 -0.333 -0.605
H 4.309 -1.067 0.927
H 5.008 0.262 2.900
H 4.450 1.928 2.854
H 6.135 1.544 2.419
H 5.595 3.332 1.221
H 4.557 4.469 2.103
H 4.727 4.595 0.340
H 1.449 3.043 0.693
H 2.322 4.328 -0.152
H 2.101 4.398 1.617

Energy relative to the best compared isomer or geometry (same formula, charge and spin)   34.8 kJ/mol
Molar mass   1300.46 g/mol
LUMO energy   3.6733 eV
Charge   -2
E_HOMO   -0.0157 Ha


ORCA calculation (wB97M-V/def2-TZVPD) on a molecular structure, C44H45InN7OSSbSe4Si.

Atoms and positions in Å:
In 0.788 -1.356 -1.001
C -2.213 -0.469 -4.828
C -1.662 -0.983 -3.525
N -1.018 -0.183 -2.648
N -0.882 1.059 -3.085
C -0.218 1.938 -2.425
O 0.348 1.653 -1.185
C 0.033 3.224 -3.099
C 1.165 4.005 -2.852
C 1.391 5.189 -3.542
C 0.498 5.625 -4.508
C -0.627 4.847 -4.778
C -0.856 3.672 -4.090
C -1.757 -2.372 -3.213
C -2.658 -3.240 -3.885
C -2.638 -4.588 -3.622
C -1.726 -5.105 -2.696
C -0.910 -4.200 -2.036
N -0.933 -2.889 -2.253
H -1.535 0.285 -5.224
H -2.312 -1.275 -5.553
H -3.191 0.015 -4.702
H 1.908 3.675 -2.140
H 2.280 5.771 -3.323
H 0.685 6.541 -5.056
H -1.329 5.166 -5.541
H -1.728 3.068 -4.302
H -3.376 -2.837 -4.586
H -3.323 -5.248 -4.142
H -1.650 -6.165 -2.495
H -0.183 -4.547 -1.304
Se 2.744 -5.320 -0.505
Sb 4.446 -4.712 -2.199
Se 2.705 -2.875 -5.091
Se 3.338 -2.322 -3.008
Se 6.476 -3.849 -1.003
N 4.594 -2.953 1.572
C 3.915 -2.132 0.741
N 2.691 -1.884 1.125
C 2.532 -2.632 2.281
C 1.404 -2.830 3.075
C 1.534 -3.626 4.202
C 2.752 -4.250 4.516
C 3.862 -4.119 3.698
C 3.730 -3.307 2.576
H 5.481 -3.371 1.289
H 4.382 -1.746 -0.154
H 0.454 -2.387 2.794
H 0.676 -3.786 4.845
H 2.816 -4.869 5.404
H 4.785 -4.645 3.907
C 0.061 1.012 4.484
C 0.978 0.375 3.657
C 1.121 0.776 2.337
C 0.368 1.839 1.818
C -0.537 2.475 2.672
C -0.700 2.062 3.989
Si 0.787 2.556 0.132
C 2.655 2.593 0.124
C 3.379 3.131 1.194
C 4.755 2.977 1.275
C 5.433 2.267 0.291
C 4.735 1.729 -0.781
C 3.357 1.892 -0.861
C -0.157 4.175 0.074
C 0.409 5.434 0.262
C -0.364 6.586 0.184
C -1.724 6.492 -0.080
C -2.307 5.245 -0.262
C -1.529 4.098 -0.184
H -0.053 0.694 5.514
H 1.589 -0.431 4.044
H 1.834 0.256 1.703
H -1.118 3.315 2.312
H -1.402 2.578 4.634
H 2.855 3.658 1.987
H 5.297 3.395 2.115
H 6.504 2.121 0.366
H 5.257 1.171 -1.549
H 2.820 1.451 -1.694
H 1.474 5.521 0.460
H 0.096 7.557 0.323
H -2.326 7.391 -0.152
H -3.367 5.165 -0.471
H -1.993 3.126 -0.337
C -4.578 0.019 1.620
N -4.364 -1.377 1.990
C -4.491 -1.548 3.439
C -3.211 -1.993 1.465
S -1.919 -1.133 0.876
N -3.260 -3.346 1.492
C -4.478 -4.096 1.738
C -2.133 -4.172 1.079
H -5.591 0.288 1.928
H -4.486 0.134 0.543
H -3.858 0.690 2.094
H -3.725 -0.967 3.968
H -4.390 -2.592 3.726
H -5.474 -1.196 3.753
H -5.337 -3.434 1.731
H -4.434 -4.629 2.693
H -4.600 -4.840 0.948
H -1.275 -3.549 0.858
H -2.395 -4.733 0.179
H -1.872 -4.872 1.876

Energy relative to the best compared isomer or geometry (same formula, charge and spin)   169.8 kJ/mol
Molar mass   1300.46 g/mol
LUMO energy (alpha / beta)   3.5612 / 3.5584 eV
Charge   -2
E_HOMO (alpha / beta)   -0.0252 / -0.0438 Ha


Q: What is the formula in the first record?
A: C44H45ClF6I2N3O23S2


Q: Which of these has the highest molar mass?
A: C44H45ClF6I2N3O23S2